# 1
9
Properties=species:S:1:pos:R:3:lowdin_charge:R:1 method="wB97M-V/def2-TZVPD" lumo_ev=0.66 spin_multiplicity=1 homo_ev=-8.5 fmax_ev_per_a=4.882 homo_lumo_gap_ev=9.2 relative_energy_kcal_mol=42.2
C 0.747 -1.016 0.816 -0.479
C -0.812 0.937 -0.460 -0.473
N 1.026 -0.202 -1.147 0.145
N 0.211 0.614 -1.244 -0.171
Se -0.766 -0.039 1.374 0.824
H 0.893 -2.105 0.657 0.017
H 1.599 -0.617 1.378 -0.020
H -1.192 1.974 -0.482 0.086
H -1.707 0.453 -0.892 0.073


# 2
20
Properties=species:S:1:pos:R:3:lowdin_charge:R:1 method="wB97M-V/def2-TZVPD" lumo_ev=-6.98 spin_multiplicity=1 charge=+1 homo_ev=-13.8 fmax_ev_per_a=2.456 homo_lumo_gap_ev=6.8 relative_energy_kcal_mol=102.1
C -0.866 -0.152 1.069 0.260
N -3.406 0.518 -1.140 0.031
C 0.443 0.352 1.171 -0.334
N 0.470 1.057 -0.182 0.112
C 1.217 0.200 -1.120 -0.160
C 2.286 -0.395 -0.214 -0.146
C 1.561 -0.741 1.075 -0.088
H -1.727 0.081 1.696 0.133
H -0.922 -0.975 0.365 0.119
H -4.265 0.702 -0.628 0.029
H -3.625 -0.233 -1.783 0.024
H 0.681 1.103 1.927 0.165
H -0.513 1.270 -0.462 0.134
H -2.711 0.193 -0.485 -0.059
H 0.595 -0.530 -1.641 0.133
H 1.686 0.861 -1.858 0.143
H 3.024 0.391 -0.073 0.128
H 2.782 -1.224 -0.703 0.128
H 2.216 -0.763 1.945 0.131
H 1.075 -1.715 1.041 0.120


# 3
13
Properties=species:S:1:pos:R:3:lowdin_charge:R:1 method="wB97M-V/def2-TZVPD" lumo_ev=0.77 spin_multiplicity=1 homo_ev=-10.5 fmax_ev_per_a=4.660 homo_lumo_gap_ev=11.2 smiles=CCO[SiH2]O relative_energy_kcal_mol=48.8
C -1.882 -0.523 0.557 -0.043
C -0.859 0.311 -0.365 -0.277
O 0.322 0.481 0.427 -0.329
O 2.454 -0.913 0.025 -0.180
Si 1.866 0.585 -0.120 0.414
H -1.128 -1.128 1.030 0.060
H -2.449 0.184 1.227 0.092
H -2.580 -1.060 0.055 0.018
H -1.303 1.272 -0.746 0.118
H -0.458 -0.293 -1.203 0.095
H 2.471 1.821 0.513 -0.013
H 1.720 0.905 -1.535 -0.020
H 1.827 -1.641 0.135 0.066


# 4
12
Properties=species:S:1:pos:R:3:lowdin_spin:R:1 method="wB97M-V/def2-TZVPD" s2=2.023 lumo_ev="1.04 / -2.61" spin_multiplicity=3 homo_ev="-5.6 / -9.4" fmax_ev_per_a=8.188 homo_lumo_gap_ev="6.7 / 6.8" relative_energy_kcal_mol=54.6
C 0.375 -0.003 0.107 0.825
C -0.648 0.926 0.189 0.054
C 2.187 -0.806 -0.005 0.726
C -2.020 0.452 -0.027 0.033
Cl 3.587 0.329 0.190 0.216
H 2.130 -1.128 -1.009 0.033
H 0.043 -1.090 -0.226 0.078
H -0.507 1.915 0.332 0.004
H 2.306 -1.540 0.874 0.025
H -2.303 -0.500 -0.521 0.002
H -2.564 1.017 -0.747 0.006
H -2.584 0.428 0.841 -0.002


# 5
23
Properties=species:S:1:pos:R:3:lowdin_charge:R:1 method="wB97M-V/def2-TZVPD" lumo_ev=1.00 spin_multiplicity=1 homo_ev=-8.8 fmax_ev_per_a=4.572 homo_lumo_gap_ev=9.8 smiles=Cc1ccccc1.CC relative_energy_kcal_mol=37.7
C -0.843 -1.213 -1.949 -0.064
C -2.429 0.179 -0.369 -0.059
C -1.237 0.008 -1.136 -0.286
C -2.442 1.219 0.564 -0.090
C -1.430 2.237 0.489 -0.110
C -0.389 1.105 -1.289 -0.070
C -0.391 2.145 -0.369 -0.100
H -3.338 -0.466 -0.569 0.123
H -3.245 1.140 1.349 0.112
H -1.664 -1.992 -2.055 0.089
H 0.035 -1.679 -1.373 0.077
H -1.514 2.896 1.369 0.104
H 0.303 0.990 -2.082 0.097
H 0.365 2.842 -0.284 0.081
H -0.522 -0.928 -2.977 0.081
C 2.403 -0.796 2.081 -0.194
C 2.278 -1.303 0.635 -0.211
H 3.193 0.069 1.994 0.099
H 1.444 -0.512 2.557 0.061
H 2.806 -1.607 2.682 0.046
H 3.296 -1.687 0.371 0.065
H 1.446 -2.151 0.427 0.093
H 1.874 -0.499 -0.065 0.053


# 6
58
Properties=species:S:1:pos:R:3:lowdin_charge:R:1 method="wB97M-V/def2-TZVPD" lumo_ev=-0.09 spin_multiplicity=1 homo_ev=-8.9 fmax_ev_per_a=1.944 homo_lumo_gap_ev=8.8 relative_energy_kcal_mol=0.0
Sr -17.146 14.921 -1.756 1.634
O -21.455 13.427 -2.748 0.044
C -20.423 14.081 -2.731 -0.628
O -19.562 14.352 -1.807 -0.247
C -20.052 14.705 -4.077 -0.185
C -21.080 14.812 -5.049 0.029
C -20.783 15.429 -6.237 -0.004
C -19.487 15.839 -6.488 -0.169
C -19.136 16.495 -7.687 -0.038
C -17.845 16.838 -7.915 -0.085
C -16.831 16.470 -6.993 -0.079
C -17.151 15.920 -5.795 -0.028
C -18.503 15.582 -5.487 -0.198
N -18.801 15.064 -4.256 0.112
H -22.049 14.485 -4.750 0.111
H -21.540 15.573 -6.991 0.119
H -19.917 16.759 -8.405 0.121
H -17.529 17.360 -8.820 0.108
H -15.783 16.688 -7.268 0.116
H -16.403 15.754 -5.030 0.095
C -6.254 13.408 0.950 -0.051
C -7.298 13.963 0.058 -0.293
C -8.534 14.322 0.551 -0.040
C -9.548 14.782 -0.270 -0.027
C -9.314 14.904 -1.626 -0.257
N -10.317 15.393 -2.517 0.134
C -11.523 14.813 -2.829 -0.512
O -12.260 15.242 -3.704 0.055
N -11.837 13.659 -2.143 0.153
C -13.066 13.040 -2.022 -0.189
C -13.170 11.938 -1.174 0.002
C -14.387 11.281 -1.032 -0.037
C -15.520 11.802 -1.683 -0.143
N -15.416 12.865 -2.484 -0.043
C -14.237 13.477 -2.677 -0.077
C -8.050 14.621 -2.137 -0.013
C -7.071 14.134 -1.303 -0.036
H -6.713 13.017 1.869 0.085
H -5.539 14.194 1.205 0.090
H -5.700 12.602 0.479 0.080
H -8.725 14.229 1.621 0.121
H -10.495 15.108 0.152 0.124
H -10.113 16.194 -3.129 0.170
H -11.153 13.310 -1.494 0.122
H -12.266 11.546 -0.664 0.132
H -14.442 10.403 -0.388 0.113
H -16.496 11.382 -1.558 0.106
H -14.181 14.323 -3.349 0.098
H -7.842 14.715 -3.182 0.112
H -6.141 13.790 -1.750 0.120
F -12.818 17.022 -0.566 0.148
C -14.055 17.346 -0.889 -0.655
F -14.451 16.616 -1.970 0.050
F -13.918 18.609 -1.253 0.161
S -15.410 16.971 0.303 0.473
O -15.772 15.579 -0.017 -0.556
O -14.809 17.244 1.573 -0.258
O -16.460 17.787 -0.199 -0.289